Entry 1:
The following is a DFT calculation (ωB97M-V/def2-TZVPD) of C17H26AsBr2NOPdSSi as an isolated structure.

```
51
C17H26AsBr2NOPdSSi (ωB97M-V/def2-TZVPD)
Pd -0.415 -0.420 -0.171
C -2.440 -1.271 2.593
C -3.246 -0.966 1.373
C -4.645 -1.120 1.420
C -5.416 -0.865 0.318
C -4.789 -0.428 -0.861
C -5.480 -0.108 -2.085
Br -7.320 -0.270 -2.179
C -4.793 0.328 -3.208
C -3.417 0.482 -3.186
Br -2.499 1.068 -4.678
C -2.672 0.186 -1.999
O -1.429 0.326 -1.927
C -3.400 -0.296 -0.832
N -2.643 -0.566 0.258
H -3.091 -1.390 3.454
H -1.731 -0.467 2.795
H -1.877 -2.196 2.459
H -5.101 -1.446 2.342
H -6.489 -0.989 0.355
H -5.341 0.554 -4.112
C 0.970 0.904 4.295
As 1.628 0.782 2.502
C 1.033 2.315 1.516
C 3.538 0.689 2.575
S 0.858 -1.071 1.621
H 1.496 1.726 4.783
H 1.181 -0.031 4.815
H -0.101 1.098 4.290
H 1.662 3.162 1.793
H -0.003 2.521 1.783
H 1.130 2.143 0.442
H 3.903 1.655 2.926
H 3.808 -0.095 3.284
H 3.944 0.464 1.592
C 3.944 -0.768 -3.502
Si 3.211 -0.405 -1.823
C 3.813 -1.656 -0.572
C 3.636 1.348 -1.311
C 1.358 -0.529 -2.082
H 5.030 -0.694 -3.409
H 3.627 -0.059 -4.264
H 3.711 -1.771 -3.856
H 4.900 -1.598 -0.503
H 3.568 -2.667 -0.901
H 3.412 -1.541 0.435
H 4.705 1.429 -1.105
H 3.106 1.719 -0.431
H 3.415 2.036 -2.128
H 0.892 -1.508 -2.240
H 0.861 0.254 -2.653
```

- spin multiplicity = 5
- HOMO level (alpha / beta) (eV) = -13.8 / -15.1
- ⟨S²⟩ = 6.040
- E_LUMO (alpha / beta) (eV) = -6.40 / -9.29
- Kohn-Sham gap (alpha / beta) (eV) = 7.38 / 5.77
- total charge = +2

---

Entry 2:
The following is a DFT calculation (ωB97M-V/def2-TZVPD) of a 20-piece molecular cluster, C9H49F9N3O19 overall at a distorted geometry.

```
89
C9H49F9N3O19 (ωB97M-V/def2-TZVPD)
N -3.524 -0.180 -2.404
C -2.238 0.272 -2.245
N -1.365 1.139 -3.174
C 0.142 0.935 -2.911
C 0.008 -0.089 -1.638
C 1.016 0.041 -0.354
C 1.435 -1.383 0.352
C 0.650 -1.754 1.726
F 0.125 -0.541 2.462
F 1.688 -2.317 2.669
C -0.580 -2.801 1.645
F -1.851 -1.989 1.735
F -0.600 -3.660 2.888
C -0.717 -3.737 0.330
F -0.985 -3.012 -0.951
F -1.940 -4.600 0.543
C 0.511 -4.775 0.033
F 0.949 -4.575 -1.395
F 0.009 -6.199 0.084
F 1.648 -4.711 0.975
N -1.363 0.018 -1.000
H -3.748 -0.859 -3.184
H -4.236 0.140 -1.686
H -1.536 2.074 -2.705
H 0.790 0.466 -3.766
H 0.753 1.841 -2.490
H 0.340 -1.141 -2.092
H 2.032 0.502 -0.780
H 0.584 0.850 0.372
H 2.585 -1.256 0.653
H 1.430 -2.194 -0.491
H -1.501 0.849 -0.359
O 1.571 3.360 -1.504
H 1.215 4.149 -1.069
H 2.422 3.655 -1.862
O -3.748 0.084 2.325
H -3.351 -0.786 2.172
H -3.313 0.402 3.130
O 3.787 4.188 -0.256
H 4.254 4.662 0.450
H 3.001 3.831 0.183
O 3.869 5.179 2.441
H 4.335 5.652 3.147
H 3.082 4.822 2.880
O 5.671 6.794 0.350
H 6.370 6.188 0.062
H 5.056 6.814 -0.398
O -2.208 2.668 -6.019
H -1.493 2.241 -6.514
H -2.256 2.161 -5.194
O -4.814 -2.122 0.435
H -4.099 -2.549 -0.061
H -4.862 -2.629 1.260
O 2.908 2.580 2.407
H 3.623 2.153 1.911
H 2.860 2.073 3.232
O 2.884 -2.497 5.557
H 3.583 -3.104 5.269
H 2.269 -2.478 4.808
O 0.265 5.058 -6.380
H -0.003 5.334 -7.269
H -0.368 4.360 -6.151
O -0.564 -2.967 -3.904
H -0.676 -3.830 -4.331
H -0.449 -3.183 -2.967
O 8.200 5.112 -1.023
H 8.184 4.715 -1.907
H 9.141 5.270 -0.854
O -6.662 -1.661 2.620
H -6.088 -1.002 2.200
H -6.577 -1.475 3.567
O -9.948 -1.899 1.890
H -9.964 -2.296 1.007
H -9.007 -1.741 2.059
O 5.871 1.563 1.653
H 6.444 2.221 1.233
H 5.956 1.749 2.600
O -5.541 -3.092 5.027
H -5.450 -3.419 4.119
H -5.803 -3.876 5.533
O 0.134 -5.128 -5.808
H 0.118 -5.524 -6.691
H 1.075 -4.970 -5.638
O -9.032 -3.683 4.527
H -9.446 -3.355 3.715
H -9.390 -3.108 5.220
O 8.540 2.177 1.105
H 8.937 1.307 0.953
H 8.975 2.496 1.910
```

- HOMO level (eV) = -12.4
- E_LUMO (eV) = -5.69
- Kohn-Sham gap (eV) = 6.71
- total charge = +1

---

Entry 3:
The following is a DFT calculation (ωB97M-V/def2-TZVPD) of a 2-piece molecular cluster, C14H16O2 overall at a distorted geometry.

```
32
C14H16O2 (ωB97M-V/def2-TZVPD)
C 0.115 -3.589 2.116
C 0.087 -2.990 0.792
C -0.173 -3.806 -0.295
C -0.189 -3.361 -1.633
C 0.393 -2.182 -1.883
O 0.601 -1.724 -3.121
C 0.840 -1.243 -0.764
C 0.609 -1.683 0.566
H -0.663 -3.087 2.578
H 1.117 -3.347 2.699
H 0.076 -4.754 2.019
H -0.720 -4.862 0.038
H -0.851 -3.842 -2.325
H 1.225 -0.917 -2.992
H 1.405 -0.339 -1.077
H 0.943 -1.091 1.525
C -1.035 1.879 2.283
C -0.544 2.264 0.942
C -1.514 2.719 0.088
C -1.115 3.155 -1.199
C 0.210 3.366 -1.433
O 0.540 4.136 -2.551
C 1.249 2.932 -0.503
C 0.937 2.298 0.679
H -0.303 2.047 3.133
H -1.822 1.049 2.141
H -1.691 2.869 2.582
H -2.563 2.269 0.214
H -1.909 3.381 -2.021
H 0.725 3.391 -3.261
H 2.246 3.156 -0.615
H 1.774 1.906 1.281
```

- energy above the lowest of the compared OMol25 structures with the same formula, charge and spin (kcal/mol) = 99.64
- HOMO level (eV) = -8.2
- E_LUMO (eV) = 0.37
- SMILES string = Cc1ccc(O)cc1.Cc1ccc(O)cc1
- Kohn-Sham gap (eV) = 8.52

---

Entry 4:
The following is a DFT calculation (ωB97M-V/def2-TZVPD) of a 14-piece molecular cluster, C56H77N7O21 overall at a distorted geometry.

```
161
C56H77N7O21 (ωB97M-V/def2-TZVPD)
C -3.318 2.452 -6.048
C -2.575 2.662 -4.729
C -3.047 1.805 -3.555
O -1.830 1.455 -2.929
C -0.804 1.643 -3.744
O 0.318 1.316 -3.514
O -1.223 2.178 -4.914
H -3.320 1.402 -6.341
H -2.830 3.045 -6.819
H -4.370 2.730 -5.970
H -2.571 3.713 -4.433
H -3.574 0.912 -3.899
H -3.698 2.318 -2.848
C 3.163 3.604 -3.381
C 2.694 4.515 -2.260
C 1.155 4.542 -2.013
O 1.036 3.801 -0.799
C 2.234 3.626 -0.235
O 2.441 2.975 0.752
O 3.212 4.086 -1.013
H 4.251 3.704 -3.350
H 2.751 3.909 -4.341
H 2.920 2.553 -3.222
H 2.908 5.572 -2.432
H 0.691 4.053 -2.868
H 0.838 5.569 -1.839
C -5.120 -1.022 4.195
C -4.114 -0.015 3.707
C -4.123 1.332 4.400
O -2.738 1.600 4.557
C -1.995 0.531 4.228
O -0.814 0.558 4.170
O -2.787 -0.531 3.945
H -4.840 -1.520 5.132
H -5.270 -1.906 3.574
H -6.068 -0.561 4.481
H -4.141 0.073 2.616
H -4.629 1.246 5.365
H -4.703 2.038 3.807
C 0.589 3.554 3.862
C -0.293 4.385 2.967
C -1.142 5.489 3.591
O -1.044 6.579 2.705
C -0.055 6.343 1.817
O 0.313 7.070 0.946
O 0.591 5.225 2.173
H 0.016 2.852 4.466
H 1.123 4.228 4.534
H 1.273 3.010 3.211
H -0.884 3.777 2.278
H -0.776 5.724 4.596
H -2.179 5.173 3.716
C 7.235 1.069 -3.744
C 6.014 0.323 -4.233
C 6.135 -1.192 -4.006
O 4.936 -1.561 -3.313
C 4.207 -0.425 -3.116
O 3.157 -0.383 -2.551
O 4.923 0.678 -3.396
H 7.037 2.133 -3.911
H 8.128 0.797 -4.306
H 7.379 0.960 -2.670
H 5.888 0.530 -5.299
H 6.993 -1.330 -3.344
H 6.322 -1.766 -4.911
C 4.178 -1.834 2.145
C 4.269 -1.191 0.774
C 4.606 0.304 0.698
O 5.778 0.369 -0.104
C 6.278 -0.893 -0.248
O 7.381 -1.183 -0.602
O 5.362 -1.800 0.043
H 5.171 -1.785 2.593
H 3.810 -2.854 2.034
H 3.424 -1.334 2.757
H 3.329 -1.479 0.296
H 4.827 0.671 1.704
H 3.805 0.900 0.269
C 0.477 -4.869 -2.418
C 1.367 -3.688 -2.752
C 2.740 -4.082 -3.386
O 2.787 -3.248 -4.523
C 1.637 -2.590 -4.745
O 1.453 -1.833 -5.643
O 0.730 -2.962 -3.817
H -0.409 -4.538 -1.875
H 1.070 -5.507 -1.755
H 0.177 -5.468 -3.274
H 1.664 -3.052 -1.918
H 2.721 -5.139 -3.650
H 3.501 -3.799 -2.664
N -1.990 2.853 -0.197
C -2.151 4.198 -0.375
C -3.057 4.682 0.546
C -3.341 3.589 1.407
C -2.663 2.496 0.927
H -1.334 2.246 -0.667
H -1.692 4.762 -1.172
H -3.430 5.689 0.613
H -3.941 3.655 2.302
H -2.618 1.467 1.245
N 0.374 -0.736 -1.061
C 0.777 0.320 -0.274
C 0.028 0.258 0.901
C -0.822 -0.868 0.836
C -0.605 -1.416 -0.415
H 0.830 -1.051 -1.900
H 1.474 1.013 -0.710
H 0.137 0.990 1.686
H -1.594 -1.157 1.530
H -1.062 -2.234 -0.955
N -0.184 -2.895 4.082
C -0.056 -3.119 5.421
C 1.210 -3.642 5.699
C 1.862 -3.657 4.465
C 1.007 -3.221 3.492
H -0.993 -2.580 3.579
H -0.900 -2.939 6.069
H 1.568 -4.093 6.608
H 2.850 -4.053 4.286
H 1.201 -3.071 2.443
N -6.047 -1.851 0.654
C -6.091 -0.507 0.496
C -5.113 -0.153 -0.403
C -4.501 -1.351 -0.836
C -5.125 -2.394 -0.212
H -6.668 -2.322 1.286
H -6.661 0.224 1.047
H -4.829 0.822 -0.764
H -3.763 -1.403 -1.620
H -4.986 -3.462 -0.208
N -1.861 -1.983 -5.507
C -2.527 -2.029 -4.308
C -3.836 -1.652 -4.530
C -3.921 -1.298 -5.891
C -2.732 -1.607 -6.489
H -0.913 -2.285 -5.653
H -1.991 -2.345 -3.428
H -4.638 -1.613 -3.811
H -4.781 -0.875 -6.389
H -2.397 -1.641 -7.513
N -3.127 -6.193 1.096
C -1.927 -5.612 0.839
C -1.789 -4.474 1.577
C -3.000 -4.342 2.278
C -3.791 -5.438 2.055
H -3.558 -6.991 0.672
H -1.253 -6.109 0.155
H -0.952 -3.801 1.597
H -3.194 -3.555 2.997
H -4.774 -5.775 2.337
N 1.963 -0.675 5.509
C 2.051 0.522 4.863
C 2.828 1.381 5.630
C 3.267 0.606 6.736
C 2.687 -0.632 6.657
H 1.508 -1.510 5.171
H 1.540 0.632 3.923
H 3.063 2.407 5.403
H 3.963 0.975 7.472
H 2.859 -1.503 7.268
```

- energy above the lowest of the compared OMol25 structures with the same formula, charge and spin (kcal/mol) = 3.35
- HOMO level (eV) = -7.4
- E_LUMO (eV) = 0.21
- Kohn-Sham gap (eV) = 7.57

---

Entry 5:
The following is a DFT calculation (ωB97M-V/def2-TZVPD) of a 7-piece molecular cluster, H13O7 overall.

```
20
H13O7 (ωB97M-V/def2-TZVPD)
O 2.715 0.246 -17.843
H 2.991 1.163 -17.822
O 0.081 0.809 -17.075
H -0.273 0.002 -17.449
H 1.067 0.699 -17.140
O 4.230 -1.957 -18.600
H 3.907 -1.021 -18.574
H 3.519 -2.468 -18.201
O 5.340 1.421 -18.284
H 4.508 0.929 -18.116
H 5.978 1.014 -17.690
O 3.608 -0.317 -15.080
H 2.849 -0.516 -14.526
H 3.253 -0.342 -15.992
O 1.408 -0.334 -20.272
H 0.498 -0.377 -19.966
H 1.882 0.158 -19.560
O 1.525 -2.109 -17.192
H 1.878 -1.282 -17.611
H 0.663 -2.244 -17.594
```

- energy above the lowest of the compared OMol25 structures with the same formula, charge and spin (kcal/mol) = 11.71
- HOMO level (eV) = -6.3
- E_LUMO (eV) = 3.38
- Kohn-Sham gap (eV) = 9.66
- total charge = -1

---

Entry 6:
The following is a DFT calculation (ωB97M-V/def2-TZVPD) of C2H14B2ClCoO2 as an isolated structure at a distorted geometry.

```
22
C2H14B2ClCoO2 (ωB97M-V/def2-TZVPD)
Co -10.727 0.842 3.664
B -9.780 -0.987 3.818
H -9.959 -0.574 4.799
H -10.706 -0.988 3.264
H -9.138 -0.319 3.265
H -9.397 -1.996 3.855
B -10.836 0.825 1.498
H -9.968 1.142 2.055
H -10.724 -0.107 0.967
H -11.756 0.792 2.061
H -10.836 1.612 0.759
Cl -9.413 2.810 4.418
C -13.434 0.931 5.315
C -13.723 1.642 3.988
O -12.609 2.362 3.625
O -12.111 0.434 5.319
H -14.193 0.184 5.545
H -13.381 1.732 6.053
H -14.468 2.356 4.337
H -14.195 0.976 3.265
H -12.795 3.199 3.193
H -12.086 -0.214 6.027
```

- spin multiplicity = 5
- HOMO level (alpha / beta) (eV) = 3.1 / -2.4
- ⟨S²⟩ = 6.007
- E_LUMO (alpha / beta) (eV) = 5.79 / 5.73
- Kohn-Sham gap (alpha / beta) (eV) = 2.65 / 8.11
- total charge = -2

---

| no. | DFT total energy (eV) |
| --- | --- |
| 1 | -244688.0659 |
| 2 | -77943.8073 |
| 3 | -18868.3137 |
| 4 | -112750.1537 |
| 5 | -14545.8135 |
| 6 | -57892.0576 |